C9H24ClI2MnN2P2S as an isolated structure at a distorted geometry. Source: the Open Molecules 2025 dataset; level of theory: the ωB97M-V functional and the def2-TZVPD basis.

Each line ends with the Mulliken charge.
Atoms and positions in Å:
C1 -1.89 0.69 2.98  -1.10
H1 1.48 2.02 2.37  0.30
S1 -0.44 1.61 0.00  -0.36
C2 -2.16 -2.13 2.66  -0.96
H2 -1.24 1.55 2.82  0.36
I1 -0.24 -3.36 -0.60  -0.03
C3 -1.55 -1.89 -3.25  -0.87
C4 -1.22 0.95 -3.30  -1.06
H3 -1.48 -1.83 -4.35  0.40
C5 3.28 2.26 1.30  -0.55
N1 1.87 2.03 1.43  -0.03
H4 0.16 -0.93 4.20  0.40
H5 1.02 -0.62 -4.20  0.40
H6 1.47 -1.73 -2.81  0.36
Cl1 -3.33 -0.41 -0.43  -0.36
H7 -3.10 -2.02 2.09  0.26
C6 3.49 2.28 -0.20  -0.55
H8 -1.17 0.84 -4.39  0.44
P1 -0.61 -0.53 -2.50  0.74
H9 0.89 -1.93 2.85  0.35
H10 1.12 -0.13 2.84  0.15
H11 -1.64 -3.02 2.27  0.32
H12 3.56 3.22 1.73  0.31
P2 -1.09 -0.73 2.21  0.88
H13 -1.11 -2.82 -2.83  0.26
H14 1.69 0.07 -2.62  0.14
H15 3.88 3.24 -0.53  0.32
H16 4.18 1.50 -0.55  0.32
H17 2.06 2.08 -1.74  0.30
H18 -0.62 1.78 -2.93  0.38
N2 2.17 2.06 -0.72  -0.04
H19 -2.59 -1.83 -2.87  0.32
H20 -2.25 1.14 -2.99  0.34
Mn1 -0.96 -0.61 -0.17  -0.30
C7 1.09 -0.73 -3.10  -0.90
H21 -2.84 0.92 2.49  0.35
H22 -2.06 0.51 4.05  0.43
I2 -3.03 -3.86 -0.15  0.22
C8 0.45 -0.96 3.13  -0.93
H23 3.85 1.49 1.80  0.32
H24 -2.32 -2.15 3.76  0.41
C9 1.24 1.97 0.24  0.25

**LUMO (spin up / spin down)**: -8.8 / -8.8 eV
**Multiplicity**: 5
**E_tot**: -102147.0204 eV
**E_HOMO (spin up / spin down)**: -15.08 / -15.25 eV
**Charge**: +2
**Expectation value of S²**: 6.170
**Kohn-Sham gap (spin up / spin down)**: 6.27 / 6.42 eV